# 1
Density functional theory data (wB97M-V/def2-TZVPD) for 12 unconnected molecules or ions with the total composition C42H110O34P6 in a non-equilibrium geometry.

Each line ends with the Löwdin charge.
Element x y z (Å)
C 8.0249 1.7176 -0.2334  -0.09
O 7.1512 1.4566 0.8666  -0.22
P 6.5292 -0.0075 1.0236  0.40
O 7.6002 -1.0169 1.1385  -0.23
O 5.5837 0.1220 2.3005  -0.21
C 4.6250 1.1518 2.4835  -0.09
O 5.4695 -0.1847 -0.1897  -0.23
C 5.8667 -0.8987 -1.3693  -0.08
H 9.0566 1.6799 0.1202  0.09
H 7.8853 2.7501 -0.5502  0.09
H 7.9401 1.0209 -1.0644  0.07
H 4.7435 1.6002 3.4695  0.10
H 3.6014 0.7750 2.4488  0.07
H 4.7453 1.9138 1.7130  0.08
H 5.4434 -1.8932 -1.2283  0.08
H 6.9260 -0.8900 -1.6122  0.09
H 5.2903 -0.4579 -2.1837  0.09
C -3.4385 -0.1453 4.0217  -0.09
O -2.7878 -0.3818 5.2580  -0.22
P -1.4160 0.4060 5.5709  0.42
O -1.6122 1.8012 5.9946  -0.23
O -0.5808 0.1532 4.2176  -0.22
C 0.6822 0.7645 4.1700  -0.11
O -0.6383 -0.5367 6.6243  -0.20
C -0.5662 -1.9403 6.3728  -0.11
H -3.0510 -0.8070 3.2476  0.07
H -3.2837 0.8871 3.7030  0.08
H -4.4984 -0.3125 4.2061  0.10
H 1.4394 -0.0183 4.2406  0.09
H 0.9359 1.5092 4.9309  0.07
H 0.8516 1.4056 3.3007  0.08
H 0.4885 -2.1991 6.2601  0.09
H -1.0410 -2.3059 5.4619  0.06
H -0.9410 -2.5452 7.1974  0.09
C -2.1399 0.1362 -1.9231  -0.06
O -1.0193 -0.5250 -1.2987  -0.21
P -0.9354 -0.6850 0.2813  0.44
O -1.9893 -0.0493 1.0710  -0.21
O 0.5599 -0.1318 0.6237  -0.22
C 0.9388 1.2037 0.5032  -0.11
O -0.6979 -2.2536 0.5066  -0.21
C -0.7054 -2.7655 1.8448  -0.09
H -2.3675 -0.3290 -2.8822  0.08
H -1.8439 1.1699 -2.0947  0.09
H -3.0807 0.0600 -1.3808  0.06
H 1.8512 1.4377 1.0544  0.07
H 0.1786 1.8668 0.9215  0.07
H 1.1341 1.5053 -0.5286  0.07
H -0.6781 -1.8988 2.5120  0.07
H 0.1443 -3.4012 2.0842  0.07
H -1.5965 -3.2957 2.1889  0.08
C 1.1449 -3.2567 -5.3017  -0.08
O 1.9486 -3.4850 -4.1340  -0.23
P 3.4077 -2.8514 -3.9668  0.40
O 4.3358 -3.0169 -5.1257  -0.24
O 3.0969 -1.3336 -3.5785  -0.22
C 2.2585 -1.0184 -2.4599  -0.08
O 3.9467 -3.4544 -2.5917  -0.24
C 4.6443 -4.7171 -2.6034  -0.07
H 0.1015 -3.2204 -4.9940  0.09
H 1.2157 -4.0505 -6.0455  0.09
H 1.4659 -2.3376 -5.7910  0.08
H 2.3539 0.0563 -2.2877  0.09
H 2.6443 -1.3947 -1.5107  0.07
H 1.1977 -1.2191 -2.5942  0.08
H 4.2930 -5.3167 -1.7649  0.07
H 5.7023 -4.5410 -2.4126  0.10
H 4.5366 -5.3027 -3.5141  0.09
C 4.1200 5.3122 1.3681  -0.10
O 3.9048 4.7326 2.6641  -0.23
P 2.3603 4.6896 3.1499  0.41
O 1.4903 4.0286 2.1743  -0.21
O 2.4083 4.0475 4.5904  -0.20
C 1.3552 4.2972 5.5141  -0.09
O 2.0413 6.2618 3.3631  -0.21
C 2.9502 7.0839 4.0689  -0.10
H 3.1689 5.5196 0.8759  0.08
H 4.6632 4.5964 0.7510  0.08
H 4.6996 6.2350 1.3388  0.09
H 0.3885 4.6094 5.1121  0.10
H 1.6117 5.0921 6.2150  0.09
H 1.1249 3.3789 6.0510  0.08
H 4.0009 6.8249 3.9272  0.09
H 2.7850 7.0370 5.1469  0.09
H 2.8181 8.1066 3.7203  0.10
C -1.9138 3.3563 1.8201  -0.08
O -3.1307 3.8948 1.2964  -0.21
P -3.1045 4.8643 0.0386  0.42
O -2.5068 6.1891 0.2035  -0.22
O -2.4694 3.8590 -1.0753  -0.22
C -1.3701 4.3212 -1.8691  -0.10
O -4.6491 4.8598 -0.4371  -0.23
C -5.0058 5.5180 -1.6356  -0.10
H -1.6886 3.6663 2.8401  0.09
H -1.0848 3.6387 1.1715  0.06
H -2.0723 2.2779 1.8341  0.07
H -1.6471 4.2289 -2.9190  0.08
H -0.5385 3.6536 -1.6293  0.07
H -0.9816 5.3228 -1.6818  0.09
H -5.4228 4.8511 -2.3886  0.06
H -4.2225 6.1913 -1.9841  0.09
H -5.8425 6.1648 -1.3560  0.09
C -4.0241 -4.6116 -0.1041  -0.14
C -3.6237 -5.0844 -1.4916  -0.19
C -3.0815 -3.8375 -2.0918  -0.21
O -4.0061 -2.8264 -1.6173  -0.16
C -4.6585 -3.2194 -0.3907  -0.17
H -3.1201 -4.4400 0.4790  0.10
H -4.7616 -5.2654 0.3600  0.11
H -4.3861 -5.5112 -2.1452  0.12
H -2.8641 -5.8695 -1.4371  0.11
H -3.0394 -3.9048 -3.1788  0.12
H -2.0857 -3.6071 -1.7033  0.10
H -5.7456 -3.1905 -0.4651  0.11
H -4.3617 -2.4808 0.3566  0.11
C -2.8071 3.7901 -7.4574  -0.16
C -2.2635 2.4981 -6.9219  -0.20
C -2.3440 2.6260 -5.4243  -0.19
O -3.4510 3.5193 -5.2180  -0.14
C -3.9464 3.9904 -6.4371  -0.24
H -3.1988 3.7720 -8.4725  0.11
H -2.1046 4.6105 -7.3007  0.12
H -1.2438 2.2239 -7.2087  0.11
H -2.8303 1.6303 -7.2687  0.12
H -1.4210 3.0332 -5.0167  0.10
H -2.6274 1.6464 -5.0369  0.12
H -4.2076 5.0505 -6.4249  0.12
H -4.8267 3.4681 -6.8277  0.12
C 2.4238 3.7923 -1.3469  -0.11
O 1.8744 2.8824 -2.2774  -0.20
C 1.8194 3.3389 -3.5975  -0.20
C 1.5200 2.2413 -4.6499  -0.21
O 0.3719 1.5694 -4.2444  -0.18
C 0.2308 0.2775 -4.8126  -0.10
H 2.6978 3.3449 -0.3906  0.07
H 1.6568 4.5422 -1.1351  0.09
H 3.3634 4.2821 -1.6211  0.09
H 2.6817 3.9191 -3.9387  0.13
H 0.9721 4.0280 -3.7116  0.12
H 2.3541 1.5390 -4.7668  0.12
H 1.5169 2.7467 -5.6238  0.13
H -0.1802 0.2800 -5.8249  0.09
H -0.4064 -0.3318 -4.1705  0.08
H 1.1515 -0.3108 -4.8336  0.06
C 2.9264 -1.9706 1.8030  -0.09
O 2.4703 -3.3127 1.7297  -0.19
C 3.0374 -4.0360 0.6503  -0.21
C 2.5346 -5.4899 0.6990  -0.18
O 1.1158 -5.6018 0.6394  -0.18
C 0.6416 -5.2792 -0.6733  -0.07
H 2.2252 -1.4272 2.4319  0.08
H 3.0045 -1.4761 0.8299  0.07
H 3.9559 -1.9502 2.1723  0.09
H 4.1260 -3.9865 0.7608  0.13
H 2.7748 -3.5662 -0.3015  0.09
H 2.9543 -5.8577 1.6360  0.11
H 3.0303 -6.0651 -0.0879  0.11
H 0.9930 -6.0721 -1.3395  0.09
H 1.0023 -4.2986 -0.9806  0.08
H -0.4457 -5.3195 -0.6411  0.08
C -7.2152 2.7815 -3.3905  -0.09
O -6.9286 1.7375 -2.4566  -0.20
C -6.0587 2.1839 -1.4295  -0.19
C -5.6842 1.0488 -0.4500  -0.20
O -6.6163 0.4771 0.4373  -0.17
C -7.7674 -0.0328 -0.2318  -0.10
H -7.9164 2.5074 -4.1754  0.09
H -6.2998 3.0523 -3.9287  0.07
H -7.5401 3.6797 -2.8601  0.08
H -6.5218 2.9952 -0.8598  0.13
H -5.1276 2.5640 -1.8590  0.11
H -4.8968 1.4312 0.2069  0.12
H -5.1367 0.2326 -0.9397  0.11
H -8.4466 -0.2631 0.5912  0.09
H -7.5041 -0.9665 -0.7356  0.08
H -8.2755 0.6590 -0.9000  0.08
C -1.9384 -5.5696 5.1263  -0.07
O -0.6597 -6.1902 5.2355  -0.18
C 0.3572 -5.5790 4.4974  -0.21
C 1.6271 -6.3793 4.5888  -0.19
O 2.1244 -6.4704 5.9052  -0.20
C 3.2752 -7.2281 6.1349  -0.12
H -2.2658 -5.6842 4.0879  0.08
H -1.7634 -4.5142 5.3483  0.07
H -2.7059 -6.0245 5.7459  0.09
H 0.4941 -4.5602 4.8807  0.12
H 0.0482 -5.5416 3.4462  0.12
H 2.4690 -5.9779 4.0174  0.12
H 1.3892 -7.4265 4.3662  0.13
H 3.5916 -7.2112 7.1784  0.08
H 4.1388 -6.7726 5.6374  0.09
H 3.0778 -8.2700 5.8689  0.09

Results
HOMO-LUMO gap: 9.59 eV
SMILES: COP(=O)(OC)OC.COP(=O)(OC)OC.COP(=O)(OC)OC.COP(=O)(OC)OC.COP(=O)(OC)OC.COP(=O)(OC)OC.C1CCOC1.C1CCOC1.COCCOC.COCCOC.COCCOC.COCCOC
HOMO: -9.27 eV
E_LUMO: 0.32 eV

# 2
Density functional theory data (wB97M-V/def2-TZVPD) for 10 unconnected molecules or ions with the total composition C42H111N7O17 in a non-equilibrium geometry.

Each line ends with the Löwdin charge.
Element x y z (Å)
C -2.2813 12.3501 1.5777  -0.07
O -2.0583 13.5255 0.7606  -0.19
C -0.7902 13.7350 0.2200  -0.23
C -0.2258 12.8625 -0.9281  -0.45
C 1.2017 13.2156 -1.3451  -0.06
N -1.1227 12.8308 -2.0984  0.03
H -3.3112 12.6089 1.8235  0.09
H -1.6470 12.3878 2.4633  0.08
H -2.0797 11.3915 1.0997  0.08
H -0.7564 14.6890 -0.3062  0.12
H -0.0607 13.7544 1.0297  0.12
H -0.2683 11.7916 -0.7294  0.12
H 1.2691 14.2873 -1.5323  0.08
H 1.4792 12.6496 -2.2343  0.08
H 1.9654 12.9667 -0.6083  0.08
H -2.0997 12.8665 -1.8451  0.06
H -0.9687 13.7021 -2.5855  0.06
C 5.1954 -4.3333 -5.7593  -0.13
O 4.4430 -3.3804 -5.0423  -0.17
C 4.9129 -2.0336 -5.3398  -0.20
C 4.3312 -1.3922 -6.5621  -0.41
C 4.7812 -1.9472 -7.9892  -0.04
N 4.5294 0.0782 -6.5662  0.04
H 4.8846 -4.5074 -6.7894  0.07
H 4.9696 -5.2332 -5.1872  0.09
H 6.2773 -4.2071 -5.7184  0.09
H 4.6479 -1.4563 -4.4540  0.13
H 5.9972 -2.1096 -5.4209  0.12
H 3.2608 -1.5701 -6.4595  0.13
H 5.7839 -1.6023 -8.2419  0.07
H 4.0774 -1.5110 -8.6981  0.07
H 4.7175 -3.0248 -8.1403  0.05
H 5.0219 0.1246 -5.6857  0.05
H 5.1564 0.4372 -7.2721  0.06
C -1.7056 3.6741 2.3607  -0.10
O -2.5103 3.0191 1.3454  -0.19
C -2.1389 1.6248 1.1905  -0.18
C -1.5049 1.3474 -0.2035  -0.43
C -1.9059 -0.0251 -0.7494  -0.07
N -0.0388 1.4547 -0.2368  0.03
H -0.6395 3.5168 2.1967  0.07
H -1.8354 3.1210 3.2910  0.08
H -1.8861 4.7347 2.5361  0.08
H -1.4141 1.2844 1.9300  0.12
H -3.0428 1.0291 1.3176  0.12
H -1.9062 2.1261 -0.8521  0.13
H -2.8459 0.1137 -1.2836  0.07
H -2.1086 -0.7593 0.0304  0.07
H -1.2724 -0.4845 -1.5082  0.07
H 0.2551 1.3722 -1.1996  0.07
H 0.1495 2.4109 0.0283  0.06
C 7.9922 4.0093 -1.3218  -0.11
O 7.7435 4.9010 -2.4000  -0.17
C 8.7829 4.8511 -3.3513  -0.25
C 8.7548 6.1479 -4.1540  -0.21
N 8.4207 7.2468 -3.2450  -0.04
C 8.8979 8.5658 -3.6366  -0.21
C 8.9770 9.4231 -2.4029  -0.22
O 9.6481 8.8137 -1.2992  -0.20
C 11.0594 8.8053 -1.4148  -0.10
H 8.2038 2.9675 -1.5623  0.09
H 7.2008 3.9516 -0.5745  0.08
H 8.7692 4.3836 -0.6552  0.08
H 8.7296 4.0019 -4.0326  0.12
H 9.8067 4.6759 -3.0207  0.12
H 8.0335 6.0033 -4.9583  0.11
H 9.7150 6.1005 -4.6677  0.11
H 8.5617 6.9297 -2.2964  0.10
H 8.1421 9.0436 -4.2600  0.12
H 9.8483 8.5009 -4.1663  0.11
H 7.9987 9.7014 -2.0110  0.13
H 9.5552 10.3088 -2.6664  0.11
H 11.3642 9.4473 -2.2413  0.08
H 11.4327 7.8120 -1.6637  0.08
H 11.4388 9.1247 -0.4441  0.09
C -12.2829 4.3557 12.7895  -0.08
O -11.6908 3.5385 11.7402  -0.21
C -10.7200 2.6074 12.2181  -0.23
C -9.9277 1.8693 11.0961  -0.23
N -9.1102 2.8466 10.5109  -0.08
C -8.2477 2.2121 9.5144  -0.20
C -7.7487 3.3530 8.6429  -0.23
O -8.7841 4.0563 7.9496  -0.19
C -8.2744 4.8280 6.8203  -0.08
H -12.5812 3.7352 13.6345  0.08
H -13.0866 4.9336 12.3331  0.09
H -11.5095 5.0290 13.1590  0.08
H -11.1300 1.9087 12.9474  0.11
H -10.0974 3.2116 12.8780  0.11
H -10.7620 1.6372 10.4341  0.12
H -9.4284 0.9936 11.5108  0.13
H -9.7654 3.5032 10.1113  0.11
H -8.6988 1.3157 9.0889  0.12
H -7.3998 1.9072 10.1276  0.12
H -6.9967 2.9375 7.9720  0.11
H -7.2191 4.0265 9.3167  0.12
H -7.3489 5.3046 7.1433  0.08
H -8.9406 5.5952 6.4258  0.08
H -8.0632 4.1906 5.9617  0.08
C 2.7793 -5.5582 1.4888  -0.13
O 2.9852 -6.8941 1.8498  -0.15
C 2.1186 -7.7433 1.1826  -0.24
C 2.3898 -8.1716 -0.2824  -0.18
N 3.4951 -9.0931 -0.3495  -0.10
C 3.2075 -10.4477 -0.0214  -0.22
C 4.3334 -11.4322 -0.3700  -0.19
O 5.4807 -11.3488 0.4832  -0.19
C 6.4179 -12.3134 0.1463  -0.14
H 3.3443 -4.6944 1.8392  0.09
H 1.7654 -5.1871 1.6381  0.08
H 2.8721 -5.4834 0.4054  0.08
H 1.1011 -7.3560 1.1287  0.12
H 2.2154 -8.6103 1.8360  0.12
H 2.6383 -7.3150 -0.9089  0.11
H 1.5071 -8.6917 -0.6544  0.12
H 4.4205 -8.8699 -0.0120  0.12
H 2.3023 -10.6556 -0.5918  0.12
H 2.9204 -10.4363 1.0300  0.11
H 4.6674 -11.1464 -1.3674  0.12
H 4.1053 -12.4973 -0.4084  0.12
H 6.4962 -12.2487 -0.9389  0.08
H 6.0510 -13.3393 0.1804  0.08
H 7.3865 -12.2340 0.6399  0.09
C -5.7857 -8.4432 -1.1600  -0.08
O -4.7632 -9.4844 -1.4187  -0.21
C -5.0454 -10.8033 -0.9322  -0.18
C -5.6030 -11.6767 -2.1634  -0.17
N -4.3905 -12.4502 -2.3667  -0.10
C -4.5691 -13.6467 -3.2463  -0.17
C -4.9352 -13.1229 -4.6796  -0.21
O -4.3046 -11.8758 -4.9888  -0.19
C -3.0022 -12.0486 -5.3870  -0.15
H -5.7291 -8.0222 -0.1562  0.07
H -6.8236 -8.7579 -1.2685  0.08
H -5.5922 -7.6209 -1.8488  0.08
H -5.7774 -10.9193 -0.1329  0.10
H -4.1076 -11.1012 -0.4633  0.11
H -5.9788 -11.3317 -3.1266  0.11
H -6.4335 -12.2377 -1.7348  0.10
H -3.8104 -11.7907 -2.8654  0.09
H -5.4124 -14.1660 -2.7911  0.11
H -3.7808 -14.3977 -3.2985  0.10
H -6.0204 -13.0285 -4.7182  0.11
H -4.8216 -13.9621 -5.3659  0.11
H -2.5137 -11.0750 -5.4267  0.09
H -2.9264 -12.5863 -6.3321  0.09
H -2.3284 -12.5234 -4.6738  0.09
O -4.0135 -6.6121 -9.5301  -0.06
C -4.4153 -6.3725 -8.1653  -0.25
C -3.6396 -5.3439 -7.4992  -0.33
O -3.8907 -4.0848 -7.9208  -0.04
H -4.5556 -6.0393 -10.0776  0.08
H -5.5006 -6.3005 -8.0931  0.13
H -4.1297 -7.2797 -7.6329  0.12
H -2.5641 -5.5174 -7.5345  0.13
H -4.0017 -5.2289 -6.4776  0.13
H -3.2659 -3.8027 -8.5929  0.10
O 3.1455 7.1154 -4.6593  -0.07
C 1.9311 7.1699 -3.8634  -0.22
C 2.3178 7.1950 -2.4096  -0.27
O 2.6367 5.8792 -2.0217  -0.06
H 3.9151 7.1730 -4.0882  0.07
H 1.3464 8.0368 -4.1711  0.11
H 1.2522 6.3251 -3.9802  0.12
H 1.4135 7.4443 -1.8545  0.12
H 3.0386 7.9827 -2.1907  0.12
H 3.3115 5.4836 -2.5783  0.08
O 2.5580 2.8691 10.3884  -0.08
C 1.2904 3.4821 10.0995  -0.21
C 0.1764 2.4119 9.8896  -0.27
O 0.2519 1.7142 8.6852  -0.05
H 2.6801 2.2505 9.6645  0.07
H 1.0733 4.0121 11.0269  0.12
H 1.3912 4.0990 9.2065  0.12
H -0.7154 3.0243 9.7563  0.11
H -0.0753 1.8418 10.7840  0.12
H 0.3471 0.7918 8.9334  0.09

Results
HOMO-LUMO gap: 8.50 eV
SMILES: COC[C@H](C)N.COC[C@H](C)N.COC[C@H](C)N.COCCNCCOC.COCCNCCOC.COCCNCCOC.COCCNCCOC.OCCO.OCCO.OCCO
Relative energy (zero: lowest compared OMol25 entry of this formula, charge and spin): 688.53 kJ/mol
HOMO: -8.03 eV
E_LUMO: 0.47 eV